{"formula": "C27H30N6O2OsS", "method": "ωB97M-V with the def2-TZVPD basis set", "total_energy_ev": -54784.193, "homo_lumo_gap_ev": [4.758, 4.762], "charge": 4, "e_lumo_ev": [-14.011, -14.007], "homo_ha": [-0.690, -0.690], "elements": ["Os", "C", "C", "N", "N", "C", "N", "S", "C", "C", "C", "C", "C", "N", "H", "H", "H", "H", "H", "H", "H", "H", "H", "H", "C", "N", "N", "C", "O", "C", "C", "C", "C", "C", "C", "C", "C", "C", "H", "H", "H", "H", "H", "H", "H", "H", "H", "H", "H", "H", "C", "C", "O", "C", "C", "C", "C", "C", "C", "H", "H", "H", "H", "H", "H", "H", "H"], "xyz": [[-0.85449, 0.86339, -0.13924], [-1.83444, 5.07071, -0.60685], [-1.29616, 3.68444, -0.63943], [-1.77386, 2.67784, 0.03463], [-2.97054, 2.76988, 0.73478], [-3.69417, 1.64914, 0.80944], [-4.89610, 1.61781, 1.31581], [-2.95515, 0.15482, 0.20213], [-0.24747, 3.26048, -1.58450], [0.39918, 4.11168, -2.45173], [1.26142, 3.57872, -3.41346], [1.44233, 2.20985, -3.48075], [0.78224, 1.38831, -2.57539], [-0.04422, 1.90116, -1.65805], [-2.30597, 5.32388, 0.34177], [-2.55928, 5.20855, -1.41608], [-1.03593, 5.79590, -0.75534], [-3.36697, 3.68704, 0.91764], [-5.37826, 2.44084, 1.66332], [-5.41651, 0.74853, 1.35916], [0.22996, 5.17806, -2.40381], [1.77763, 4.23539, -4.10255], [2.09951, 1.76797, -4.21729], [0.90828, 0.31377, -2.56618], [0.93707, -5.38839, -0.90892], [0.68122, -4.04104, -0.36657], [0.57520, -2.92496, -1.14136], [0.09667, -1.92940, -0.37195], [0.00112, -0.69092, -0.87301], [-0.11305, -2.41712, 0.90890], [0.26895, -3.76008, 0.88018], [0.23007, -4.78816, 1.95094], [1.01005, -2.85799, -2.51689], [0.16801, -2.26898, -3.45558], [0.56159, -2.24383, -4.78298], [1.78723, -2.78951, -5.16140], [2.62681, -3.35291, -4.20386], [2.24017, -3.39413, -2.87386], [0.57826, -5.43857, -1.93261], [0.37845, -6.09738, -0.30562], [1.99604, -5.63026, -0.86567], [-0.47244, -1.87307, 1.76643], [0.01531, -4.31775, 2.90693], [1.17773, -5.32081, 2.02744], [-0.55448, -5.52204, 1.75409], [-0.80920, -1.90466, -3.16810], [-0.10368, -1.83397, -5.53124], [2.08467, -2.78410, -6.20165], [3.58887, -3.75570, -4.48994], [2.91772, -3.79516, -2.13193], [2.57248, 1.88895, 2.05873], [1.12145, 1.57526, 2.12707], [0.52094, 1.64222, 0.98098], [0.45119, 1.27730, 3.34456], [1.16369, 1.35963, 4.56111], [0.53286, 1.08332, 5.75707], [-0.80556, 0.70946, 5.76266], [-1.52958, 0.61626, 4.56633], [-0.91251, 0.91089, 3.37677], [2.90068, 1.97170, 1.02665], [3.15316, 1.12347, 2.57461], [2.76615, 2.83767, 2.56800], [2.20578, 1.64551, 4.57163], [1.08063, 1.15746, 6.68664], [-1.29861, 0.49332, 6.70222], [-2.57124, 0.32693, 4.59507], [-1.49092, 0.86338, 2.46011]], "forces_ev_per_angstrom": [[0.68, -0.27, -0.28], [0.05, -0.04, 0.03], [-0.15, -0.32, -0.04], [-0.15, 0.50, -0.02], [0.01, 0.04, -0.05], [-0.06, -0.07, -0.07], [0.09, 0.00, 0.00], [-0.21, 0.07, 0.01], [-0.01, -0.07, -0.03], [-0.03, -0.02, -0.01], [0.01, -0.01, -0.02], [-0.05, 0.07, 0.04], [0.00, 0.00, -0.13], [-0.04, 0.55, 0.21], [-0.01, -0.02, 0.01], [0.00, 0.00, -0.01], [0.01, -0.01, -0.02], [0.03, -0.02, 0.02], [0.00, 0.02, -0.01], [-0.01, -0.01, -0.02], [0.01, 0.01, -0.01], [-0.01, 0.01, 0.00], [0.00, -0.03, 0.01], [0.03, 0.07, -0.08], [0.04, 0.04, -0.06], [-0.34, 0.07, -0.01], [0.23, -0.10, -0.39], [0.14, -0.14, 0.19], [-0.22, -0.65, 0.38], [-0.01, 0.04, 0.08], [-0.02, 0.12, -0.13], [-0.04, 0.03, 0.05], [-0.03, -0.05, -0.01], [-0.08, -0.26, 0.11], [0.19, -0.04, -0.13], [-0.03, 0.00, 0.16], [-0.09, 0.09, -0.17], [0.09, 0.25, 0.10], [0.02, 0.05, -0.03], [-0.02, 0.03, 0.03], [0.01, 0.05, -0.01], [-0.02, -0.04, 0.03], [0.02, -0.01, 0.01], [0.01, 0.02, 0.00], [0.00, 0.01, 0.00], [-0.05, -0.02, 0.02], [0.02, 0.02, 0.00], [-0.01, 0.00, 0.01], [-0.02, -0.03, -0.02], [-0.05, -0.06, 0.04], [0.01, 0.06, -0.05], [0.02, -0.06, 0.03], [0.01, 0.15, 0.19], [-0.08, 0.01, -0.02], [-0.01, -0.02, 0.00], [0.03, 0.00, 0.03], [-0.01, 0.00, -0.04], [0.01, 0.00, 0.03], [-0.01, 0.03, 0.01], [0.00, 0.00, 0.01], [0.01, -0.01, -0.01], [0.00, 0.00, 0.00], [0.01, 0.00, 0.00], [0.00, 0.00, 0.00], [0.00, 0.00, 0.00], [0.00, -0.01, 0.00], [0.05, 0.01, 0.05]]}